# C32H77N5O7

A cluster of 6 separate species, C32H77N5O7 in total (wB97M-V/def2-TZVPD, the Open Molecules 2025 dataset).

Positions of all 121 atoms, in Å:
1 C -11.0497 -4.4087 -11.0855
2 C -10.3304 -3.4283 -10.1438
3 C -9.6089 -4.1328 -9.0175
4 C -9.2256 -2.7238 -10.9668
5 C -9.7754 -1.4988 -11.7179
6 C -10.5310 -0.6212 -10.6960
7 C -11.7275 -1.2296 -9.9714
8 C -12.0310 -0.4013 -8.7074
9 C -13.0024 -1.3379 -10.8404
10 N -11.3241 -2.5542 -9.4810
11 O -12.2428 -3.2275 -8.6575
12 H -11.3043 -3.9070 -12.0174
13 H -10.3567 -5.2354 -11.2661
14 H -11.9525 -4.8157 -10.6310
15 H -10.2748 -4.8242 -8.4870
16 H -8.8106 -4.7892 -9.3780
17 H -9.2142 -3.4489 -8.2661
18 H -8.4220 -2.4448 -10.2738
19 H -8.6889 -3.4028 -11.6352
20 H -8.8437 -1.0428 -12.0541
21 H -10.4473 -1.8797 -12.4834
22 H -10.8495 0.2516 -11.2745
23 H -9.8522 -0.2254 -9.9362
24 H -12.9383 -0.7254 -8.2010
25 H -12.1225 0.6380 -9.0400
26 H -11.2535 -0.4314 -7.9424
27 H -12.9463 -2.2074 -11.4958
28 H -13.0184 -0.4485 -11.4739
29 H -13.8729 -1.4756 -10.2048
30 H -11.6898 -3.3543 -7.8716
31 C -5.1021 3.6121 0.1963
32 C -6.0196 3.9313 -0.9698
33 C -7.4646 3.6015 -0.5814
34 C -5.9593 5.4026 -1.3576
35 C -6.5730 5.7016 -2.7202
36 C -5.5961 5.0117 -3.6883
37 C -5.7295 3.4775 -3.5288
38 C -7.0267 2.9670 -4.1366
39 C -4.5108 2.9782 -4.3435
40 N -5.4938 3.1390 -2.1243
41 O -5.5697 1.7272 -1.9728
42 H -4.0756 3.8167 -0.1068
43 H -5.3299 4.1961 1.0936
44 H -5.1979 2.5860 0.5533
45 H -7.6429 4.0868 0.3769
46 H -8.1936 3.8770 -1.3473
47 H -7.6751 2.5317 -0.4668
48 H -6.3048 5.9801 -0.4912
49 H -4.9061 5.7045 -1.3507
50 H -7.6081 5.4358 -2.9513
51 H -6.6528 6.7816 -2.8895
52 H -4.6059 5.4342 -3.5583
53 H -6.0297 5.3143 -4.6486
54 H -6.9759 1.9223 -4.4424
55 H -7.4007 3.5766 -4.9547
56 H -7.7581 2.9227 -3.3182
57 H -3.6426 3.1691 -3.6978
58 H -4.0958 3.3458 -5.2832
59 H -4.5391 1.8830 -4.3641
60 H -6.5247 1.5510 -2.0168
61 C -6.0004 -3.0324 -6.9322
62 O -6.0087 -1.6118 -6.8680
63 C -7.1473 -0.9359 -7.3846
64 C -7.1515 0.4576 -6.8134
65 C -8.2862 1.3121 -7.4073
66 N -5.8750 1.0929 -7.1368
67 H -5.0234 -3.2684 -6.5194
68 H -6.0753 -3.2332 -8.0100
69 H -6.8288 -3.5430 -6.4313
70 H -7.0991 -0.9444 -8.4788
71 H -8.0674 -1.4335 -7.0522
72 H -7.3599 0.4260 -5.7378
73 H -9.2519 0.9038 -7.0951
74 H -8.2304 1.5100 -8.4749
75 H -8.2636 2.2873 -6.9130
76 H -5.1584 0.4140 -6.8743
77 H -5.6036 1.8737 -6.5452
78 C -9.8169 -3.6156 -5.1673
79 O -11.0206 -4.1460 -5.6296
80 C -11.7698 -4.9016 -4.6785
81 C -11.2877 -6.3540 -4.6844
82 C -11.8890 -7.1262 -5.8521
83 N -11.5588 -7.1079 -3.4566
84 H -9.2498 -3.2231 -6.0156
85 H -9.0623 -4.3749 -4.8991
86 H -9.8537 -2.9046 -4.3402
87 H -11.8054 -4.3787 -3.7180
88 H -12.7971 -4.8760 -5.0542
89 H -10.2139 -6.4442 -4.8822
90 H -11.5575 -8.1607 -5.8252
91 H -11.6766 -6.6841 -6.8281
92 H -12.9852 -7.0808 -5.8105
93 H -12.5583 -7.0081 -3.2721
94 H -11.1127 -6.6633 -2.6585
95 C -4.7668 0.5592 -10.1955
96 O -4.9418 0.6229 -11.5905
97 C -4.8275 -0.6318 -12.2338
98 C -5.2109 -0.4236 -13.6972
99 C -4.1480 0.4594 -14.3848
100 N -6.5299 0.2027 -13.8345
101 H -5.5885 -0.0096 -9.7395
102 H -4.8905 1.5602 -9.7921
103 H -3.8459 0.0566 -9.8881
104 H -3.8396 -1.0976 -12.1818
105 H -5.5653 -1.2792 -11.7413
106 H -5.1416 -1.3424 -14.2816
107 H -4.4432 0.5447 -15.4303
108 H -3.1068 0.1285 -14.3394
109 H -4.0844 1.4542 -13.9363
110 H -6.6507 0.8340 -13.0537
111 H -7.2032 -0.5500 -13.8713
112 O -7.6806 5.8074 -11.7795
113 C -6.7594 5.3685 -10.7800
114 C -7.1088 3.9429 -10.3532
115 O -8.3957 3.8190 -9.7046
116 H -8.5424 5.4990 -11.4772
117 H -5.7434 5.4456 -11.1578
118 H -6.8284 6.0378 -9.9155
119 H -6.4720 3.5367 -9.5668
120 H -7.1152 3.3754 -11.2870
121 H -9.0431 3.6111 -10.3867

Output
SMILES = CC1(C)CCCC(C)(C)N1O.CC1(C)CCCC(C)(C)N1O.COC[C@H](C)N.COC[C@H](C)N.COC[C@H](C)N.OCCO
Spin multiplicity = 1
Kohn-Sham gap = 8.06 eV
M = 644.00 g/mol
E = -56209.5072 eV

These are the Löwdin partial charges, in e, on atoms 1 to 99: C -0.025; C -0.501; C -0.046; C -0.146; C -0.145; C -0.127; C -0.507; C -0.034; C -0.010; N -0.137; O 0.000; H 0.071; H 0.083; H 0.081; H 0.079; H 0.094; H 0.066; H 0.099; H 0.122; H 0.093; H 0.108; H 0.115; H 0.109; H 0.076; H 0.087; H 0.070; H 0.073; H 0.081; H 0.079; H 0.077; C -0.039; C -0.521; C -0.034; C -0.148; C -0.172; C -0.141; C -0.506; C -0.019; C -0.054; N -0.100; O -0.005; H 0.090; H 0.086; H 0.084; H 0.088; H 0.071; H 0.080; H 0.124; H 0.121; H 0.107; H 0.111; H 0.120; H 0.118; H 0.058; H 0.089; H 0.078; H 0.087; H 0.085; H 0.074; H 0.083; C -0.077; O -0.211; C -0.206; C -0.430; C -0.048; N 0.071; H 0.092; H 0.089; H 0.073; H 0.111; H 0.113; H 0.118; H 0.071; H 0.062; H 0.064; H 0.078; H 0.049; C -0.124; O -0.198; C -0.175; C -0.445; C -0.067; N 0.031; H 0.051; H 0.087; H 0.095; H 0.123; H 0.126; H 0.133; H 0.078; H 0.074; H 0.080; H 0.074; H 0.070; C -0.104; O -0.206; C -0.214; C -0.420; C -0.078